# 1
Here is a single C2H2N2S3 molecule in a non-equilibrium geometry from the Open Molecules 2025 dataset. Energies are from ωB97M-V/def2-TZVPD.

The frontier orbital gap is 0.295 hartree. The energy above the lowest of the compared OMol25 structures with the same formula, charge and spin comes out at 72.9 kcal per mole. The HOMO energy comes out at -8.8 eV.

Cartesian coordinates (Å):
S  -0.880  2.093  2.112
C  -0.210  0.935  1.043
N  -0.212  1.205  -0.337
S  -0.092  0.067  -1.570
C  0.467  -1.531  -0.821
N  0.645  -1.918  0.470
S  -0.003  -0.714  1.666
H  -0.477  2.221  -0.940
H  0.763  -2.358  -1.623

Mulliken population analysis, charges in e, atoms 1 to 6: number 1, S, carries -0.29; number 2, C, carries 0.28; number 3, N, carries -0.34; number 4, S, carries 0.04; number 5, C, carries 0.01; number 6, N, carries -0.35

---

# 2
Here is 2 unconnected molecules or ions with the total composition C2H2N2S3 in a non-equilibrium geometry from the Open Molecules 2025 dataset. Energies are from ωB97M-V/def2-TZVPD.

The frontier orbital gap (alpha / beta) is 0.264 / 0.261 hartree. The energy above the lowest of the compared OMol25 structures with the same formula, charge and spin comes out at 100.2 kcal per mole. The HOMO energy (alpha / beta) comes out at -7.7 / -7.7 eV.

Cartesian coordinates (Å):
C  1.648  1.188  0.397
C  -0.218  3.131  -0.285
N  0.760  0.265  0.096
N  0.070  0.168  -1.010
S  3.202  1.534  0.471
S  -1.104  2.982  0.991
S  0.618  3.464  -1.544
H  0.686  -0.118  1.030
H  -0.674  -0.509  -0.777

Mulliken population analysis, charges in e, atoms 1 to 6: number 1, C, carries 0.08; number 2, C, carries 0.45; number 3, N, carries 0.26; number 4, N, carries -0.60; number 5, S, carries -0.23; number 6, S, carries -0.25

---

# 3
Here is 2 unconnected molecules or ions with the total composition C2H2N2Si in a non-equilibrium geometry from the Open Molecules 2025 dataset. Energies are from ωB97M-V/def2-TZVPD.

The frontier orbital gap is 0.295 hartree. The energy above the lowest of the compared OMol25 structures with the same formula, charge and spin comes out at 83.1 kcal per mole. The HOMO energy comes out at -11.0 eV.

Cartesian coordinates (Å):
C  -1.443  1.087  0.121
C  2.260  -0.169  0.101
N  -1.865  2.152  0.052
N  3.397  -0.147  0.132
Si  -0.660  -0.640  0.089
H  -0.571  -0.662  -1.391
H  -1.117  -1.621  0.896

Mulliken population analysis, charges in e, atoms 1 to 6: number 1, C, carries 0.16; number 2, C, carries -0.22; number 3, N, carries -0.27; number 4, N, carries -0.30; number 5, Si, carries 0.62; number 6, H, carries 0.02

---

# 4
Here is 2 unconnected molecules or ions with the total composition C2H2N3O2 in a non-equilibrium geometry from the Open Molecules 2025 dataset. Energies are from ωB97M-V/def2-TZVPD.

As for the total charge: -1. The frontier orbital gap (alpha / beta) is 0.276 / 0.319 hartree. The energy above the lowest of the compared OMol25 structures with the same formula, charge and spin comes out at 150.1 kcal per mole. The HOMO energy (alpha / beta) comes out at -4.4 / -4.5 eV.

Cartesian coordinates (Å):
C  -0.717  -1.563  0.193
C  -0.299  -0.259  0.033
N  -1.262  -2.554  0.352
N  1.940  -1.178  -0.509
N  2.578  -0.372  0.102
O  3.793  -0.467  -0.281
O  2.235  0.483  0.995
H  -0.661  0.334  -0.794
H  0.119  0.228  0.805

Mulliken population analysis, charges in e, atoms 1 to 6: number 1, C, carries 0.68; number 2, C, carries -0.99; number 3, N, carries -0.47; number 4, N, carries -0.59; number 5, N, carries 1.13; number 6, O, carries -0.71

---

# 5
Here is a gas-phase ion, C2H2N3O4S (charge -1) in a non-equilibrium geometry from the Open Molecules 2025 dataset. Energies are from ωB97M-V/def2-TZVPD.

As for the total charge: -1. The frontier orbital gap is 0.344 hartree. The energy above the lowest of the compared OMol25 structures with the same formula, charge and spin comes out at 9.1 kcal per mole. The HOMO energy comes out at -5.8 eV.

Cartesian coordinates (Å):
N  -1.416  0.732  -1.118
S  -0.889  0.659  0.306
O  -1.695  1.165  1.369
N  -0.586  -0.939  0.574
C  0.554  -1.521  0.083
O  0.547  -2.720  -0.071
N  1.628  -0.753  -0.178
C  1.681  0.525  -0.134
O  2.494  1.364  -0.406
O  0.502  1.266  0.337
H  -1.365  1.631  -1.392
H  -1.455  -1.409  0.630

Mulliken population analysis, charges in e, atoms 1 to 6: number 1, N, carries -0.66; number 2, S, carries 0.91; number 3, O, carries -0.64; number 4, N, carries -0.21; number 5, C, carries 0.55; number 6, O, carries -0.66

---

# 6
Here is a molecular structure, C2H2N3OS in a non-equilibrium geometry from the Open Molecules 2025 dataset. Energies are from ωB97M-V/def2-TZVPD.

As for the total charge: -1. The frontier orbital gap is 0.233 hartree. The energy above the lowest of the compared OMol25 structures with the same formula, charge and spin comes out at 44.7 kcal per mole. The HOMO energy comes out at -2.7 eV.

Cartesian coordinates (Å):
C  0.201  -2.271  0.034
C  4.188  -0.057  0.006
N  -0.157  -3.297  -0.362
N  0.077  0.022  0.098
N  0.580  -1.167  0.584
O  4.955  0.758  -0.340
S  2.891  -0.945  0.208
H  -0.364  0.701  0.758
H  -0.628  -0.206  -0.620

Mulliken population analysis, charges in e, atoms 1 to 6: number 1, C, carries 0.44; number 2, C, carries 0.47; number 3, N, carries -0.68; number 4, N, carries -0.42; number 5, N, carries -0.47; number 6, O, carries -0.47

---

# 7
Here is a molecular structure, C2H2N3S2 in a non-equilibrium geometry from the Open Molecules 2025 dataset. Energies are from ωB97M-V/def2-TZVPD.

As for the total charge: +1. The frontier orbital gap is 0.286 hartree. The energy above the lowest of the compared OMol25 structures with the same formula, charge and spin comes out at 81.5 kcal per mole. The HOMO energy comes out at -14.0 eV.

Cartesian coordinates (Å):
C  1.406  0.576  0.067
C  1.969  -0.671  0.332
N  -0.478  -0.866  0.728
N  -2.317  0.015  -0.688
N  0.663  -0.652  0.486
S  0.521  1.849  -0.384
S  -1.578  0.463  0.517
H  2.797  -1.324  0.055
H  -2.984  0.610  -1.114

Mulliken population analysis, charges in e, atoms 1 to 6: number 1, C, carries 0.28; number 2, C, carries 0.15; number 3, N, carries -0.37; number 4, N, carries -0.28; number 5, N, carries 0.36; number 6, S, carries -0.24

---

# 8
Here is a gas-phase ion, C2H2N3S2 (charge +1) in a non-equilibrium geometry from the Open Molecules 2025 dataset. Energies are from ωB97M-V/def2-TZVPD.

As for the total charge: +1. The frontier orbital gap is 0.253 hartree. The energy above the lowest of the compared OMol25 structures with the same formula, charge and spin comes out at 42.4 kcal per mole. The HOMO energy comes out at -12.7 eV.

Cartesian coordinates (Å):
C  -2.303  0.512  0.503
C  2.640  0.145  -0.994
N  0.631  -1.023  -0.809
N  -1.216  0.152  1.059
N  1.598  -0.321  -0.954
S  -3.514  0.851  -0.369
S  -0.325  -1.341  0.448
H  3.556  0.790  -1.012
H  -1.065  0.235  2.127

Mulliken population analysis, charges in e, atoms 1 to 6: number 1, C, carries 0.63; number 2, C, carries -0.06; number 3, N, carries -0.82; number 4, N, carries -0.35; number 5, N, carries 0.65; number 6, S, carries -0.07

---

What did the eighth record say?
Here is a gas-phase ion, C2H2N3S2 (charge +1) in a non-equilibrium geometry from the Open Molecules 2025 dataset. Energies are from ωB97M-V/def2-TZVPD.

As for the total charge: +1. The frontier orbital gap is 0.253 hartree. The energy above the lowest of the compared OMol25 structures with the same formula, charge and spin comes out at 42.4 kcal per mole. The HOMO energy comes out at -12.7 eV.

Cartesian coordinates (Å):
C  -2.303  0.512  0.503
C  2.640  0.145  -0.994
N  0.631  -1.023  -0.809
N  -1.216  0.152  1.059
N  1.598  -0.321  -0.954
S  -3.514  0.851  -0.369
S  -0.325  -1.341  0.448
H  3.556  0.790  -1.012
H  -1.065  0.235  2.127

Mulliken population analysis, charges in e, atoms 1 to 6: number 1, C, carries 0.63; number 2, C, carries -0.06; number 3, N, carries -0.82; number 4, N, carries -0.35; number 5, N, carries 0.65; number 6, S, carries -0.07